[1]
The following is a quantum chemistry calculation of a single C26H28N2O3 molecule, from the OMol25 dataset.

XYZ file:
```
59
C26H28N2O3 | the OMol25 dataset | wB97M-V/def2-TZVPD
O -0.55700 -1.35124 2.09861
C -0.27289 -0.43696 1.34394
N 0.99048 -0.08829 1.04706
C 1.41052 0.84233 0.02696
H 0.55097 1.32104 -0.43827
C 2.22340 0.08407 -1.04333
N 3.34989 -0.64652 -0.51180
C 2.87970 -1.54767 0.52360
C 2.09043 -0.82939 1.62907
H 1.67364 -1.54883 2.33461
H 2.73908 -0.12862 2.16598
H 3.72514 -2.07353 0.96594
H 2.22544 -2.28721 0.05068
C 4.57619 0.07263 -0.15192
C 4.78557 1.38046 -0.91656
C 6.10530 2.03267 -0.50672
C 7.28287 1.10598 -0.78327
C 7.08670 -0.21421 -0.04767
C 5.76348 -0.85548 -0.45095
H 5.76518 -1.07255 -1.52030
H 5.64032 -1.80215 0.07602
H 7.90940 -0.89549 -0.27297
H 7.08917 -0.03296 1.03002
H 8.21340 1.57976 -0.46471
H 7.35220 0.91677 -1.85667
H 6.22989 2.96941 -1.05383
H 6.07536 2.27142 0.55924
H 3.97517 2.08253 -0.71359
H 4.80510 1.17310 -1.98840
H 4.58393 0.31253 0.92508
H 2.55019 0.77363 -1.81914
H 1.56380 -0.65662 -1.51131
H 2.02999 1.61668 0.49328
C -1.37282 0.39336 0.73253
C -2.43425 -0.17238 0.11219
C -3.51590 0.68384 -0.31505
C -4.63281 0.21499 -1.01564
C -5.63845 1.08151 -1.38215
C -5.55944 2.43703 -1.06999
C -4.45851 2.92302 -0.40165
C -3.43016 2.05702 -0.02450
C -2.25737 2.60689 0.65438
O -2.08575 3.77033 0.92045
O -1.26944 1.72182 0.98602
H -4.35815 3.96931 -0.15672
H -6.35724 3.10364 -1.35985
H -6.49704 0.70644 -1.91952
H -4.69483 -0.83266 -1.26767
C -2.45425 -1.62685 -0.12746
C -3.46701 -2.41944 0.40084
C -3.46303 -3.78580 0.18835
C -2.45319 -4.37296 -0.55488
C -1.44264 -3.58871 -1.08463
C -1.44267 -2.22283 -0.87213
H -0.65897 -1.60677 -1.29068
H -0.65097 -4.04279 -1.66270
H -2.45068 -5.44058 -0.71703
H -4.24821 -4.39570 0.61027
H -4.24222 -1.96398 0.99941
```

Output
HOMO: -8.2 eV
HOMO-LUMO gap: 8.3 eV
energy above the lowest of the compared OMol25 structures with the same formula, charge and spin: 39.28 kcal/mol
largest force on an atom: 0.02336 Eh/bohr
structure (SMILES): O=C(c1oc(=O)c2ccccc2c1-c1ccccc1)N1CCN(C2CCCCC2)CC1
E_tot: -1342.82664 Eh

***

[2]
The following is a quantum chemistry calculation of a single C26H28N2O5 molecule, from the OMol25 dataset.

XYZ file:
```
61
C26H28N2O5 | the OMol25 dataset | wB97M-V/def2-TZVPD
C 1.37271 4.84972 -2.39500
C 0.11420 4.87235 -1.53757
O 0.31462 4.29128 -0.25651
C 0.75125 3.01056 -0.12081
C 1.45601 2.76114 1.05564
C 1.88738 1.48629 1.36903
C 1.74231 0.46131 0.43989
C 1.04286 0.68218 -0.73460
C 0.47024 1.94586 -0.98925
O -0.33216 2.16816 -2.07829
C -1.34624 1.21399 -2.37001
C -2.57379 1.96597 -2.86543
H -2.93965 2.63956 -2.09406
H -2.32248 2.54913 -3.74742
H -3.35734 1.25745 -3.11834
H -1.59444 0.63902 -1.47122
H -0.98643 0.52293 -3.14040
O 0.81373 -0.27219 -1.68413
C 1.20184 -1.61088 -1.45295
C 2.66845 -1.86845 -1.78654
H 2.86110 -1.60016 -2.82201
H 3.32518 -1.27746 -1.15362
H 2.89518 -2.92202 -1.64667
H 0.56638 -2.19470 -2.12635
H 0.97299 -1.90637 -0.42159
H 2.17326 -0.50355 0.64693
C 2.46459 1.22767 2.71703
O 3.30294 1.92239 3.24867
N 1.96617 0.12625 3.36994
C 1.00562 -0.77975 2.90047
C 1.27986 -2.13458 2.89685
C 0.44166 -3.10614 2.31644
C -0.70246 -2.67130 1.69833
C -1.01714 -1.29826 1.75881
C -0.24021 -0.31984 2.37608
C -0.80781 0.97219 2.39112
C -2.00364 1.21575 1.75405
C -2.73036 0.21978 1.07680
C -2.23321 -1.05924 1.10186
C -2.67762 -2.37505 0.57869
O -3.65762 -2.66221 -0.07218
N -1.71682 -3.29242 0.99056
C -1.76826 -4.69226 0.65083
C -0.82135 -5.03024 -0.49813
H 0.20587 -4.78714 -0.23481
H -0.88280 -6.09006 -0.72892
H -1.09619 -4.46392 -1.38456
H -2.79980 -4.90506 0.35803
H -1.51896 -5.28157 1.53871
H -3.65626 0.45845 0.57630
H -2.40482 2.21817 1.77469
H -0.30860 1.77293 2.91330
H 0.73262 -4.14451 2.34480
H 2.21147 -2.46786 3.33261
H 2.48465 -0.13427 4.20005
H 1.61356 3.57627 1.74334
H -0.70984 4.38630 -2.06573
H -0.16788 5.90315 -1.30355
H 2.20767 5.28193 -1.84806
H 1.62205 3.82831 -2.66978
H 1.20576 5.42499 -3.30134
```

Output
HOMO: -7.9 eV
HOMO-LUMO gap: 7.4 eV
energy above the lowest of the compared OMol25 structures with the same formula, charge and spin: 6.78 kcal/mol
largest force on an atom: 0.01521 Eh/bohr
structure (SMILES): CCOc1cc(C(=O)Nc2ccc3c4c(cccc24)C(=O)N3CC)cc(OCC)c1OCC
E_tot: -1493.29851 Eh

***

[3]
The following is a quantum chemistry calculation of a single C26H28N2O6S molecule, from the OMol25 dataset.

XYZ file:
```
63
C26H28N2O6S | the OMol25 dataset | wB97M-V/def2-TZVPD
C -0.75775 -3.63339 -0.34383
N -0.23071 -2.28861 -0.24173
C 1.13630 -2.10679 -0.60941
C 2.15364 -2.46894 0.26043
C 3.46663 -2.14548 -0.02253
C 3.77199 -1.44319 -1.18517
C 2.75415 -1.14112 -2.08925
C 1.44437 -1.46350 -1.80036
H 0.65340 -1.19558 -2.48338
H 3.01236 -0.61913 -2.99673
O 5.01776 -1.00114 -1.51518
C 5.99692 -0.96212 -0.50950
C 5.58507 -0.20034 0.75482
O 6.20847 -0.25575 1.78058
O 4.48158 0.50685 0.56047
C 3.97364 1.26651 1.65922
H 4.80656 1.69542 2.22413
H 3.38216 0.60960 2.30516
C 3.10529 2.38158 1.05626
O 3.50515 3.52314 0.96446
N 1.91315 1.95069 0.62742
H 1.60471 1.00051 0.79551
C 0.96929 2.81609 -0.04516
C -0.41043 2.77315 0.64371
H -0.41447 1.94857 1.35725
H -0.62983 3.69510 1.17873
C -1.41890 2.48739 -0.46916
H -1.71713 3.41573 -0.95997
H -2.31412 1.99015 -0.09731
C -0.61825 1.62466 -1.43832
H -1.08963 1.53447 -2.41657
H -0.48015 0.63177 -1.00931
C 0.72535 2.34500 -1.49285
H 1.53550 1.70282 -1.83465
H 0.66170 3.20769 -2.15679
H 1.41234 3.81492 -0.02196
H 6.85031 -0.43941 -0.95308
H 6.33015 -1.96600 -0.21256
H 4.23563 -2.41453 0.68515
H 1.90414 -2.96995 1.18392
S -0.54094 -1.57990 1.25894
O -0.46826 -2.53679 2.32625
O 0.30080 -0.41637 1.36222
C -2.23576 -1.02929 1.08720
C -2.78483 -0.81879 -0.14249
C -4.10096 -0.31924 -0.25008
C -4.70620 -0.07343 -1.50022
C -5.97792 0.42214 -1.57161
C -6.70135 0.69131 -0.39870
C -6.14229 0.46276 0.82772
C -4.83100 -0.04560 0.93838
C -4.22426 -0.28798 2.19071
C -2.94763 -0.77048 2.26581
H -2.46205 -0.96795 3.20803
H -4.78666 -0.08206 3.08929
H -6.69580 0.66986 1.73182
H -7.70496 1.08217 -0.47482
H -6.43622 0.61121 -2.53075
H -4.14247 -0.28086 -2.39768
H -2.21712 -1.03128 -1.03446
H -0.24490 -4.32847 0.32793
H -1.81225 -3.60110 -0.07352
H -0.65330 -3.97667 -1.37239
```

Output
HOMO: -8.9 eV
HOMO-LUMO gap: 8.8 eV
energy above the lowest of the compared OMol25 structures with the same formula, charge and spin: 13.99 kcal/mol
largest force on an atom: 0.02224 Eh/bohr
structure (SMILES): CN(c1ccc(OCC(=O)OCC(=O)NC2CCCC2)cc1)S(=O)(=O)c1ccc2ccccc2c1
E_tot: -1966.72602 Eh

***

[4]
The following is a quantum chemistry calculation of C26H29B2F4InN9O5 as an isolated structure, from the OMol25 dataset.

XYZ file:
```
76
C26H29B2F4InN9O5 | the OMol25 dataset | wB97M-V/def2-TZVPD
In 0.82350 -0.36526 -0.06630
C 3.05472 3.45946 -0.69738
C 2.13594 2.35538 -0.32945
N 2.32550 1.12697 -0.60868
O 3.40814 0.72407 -1.31166
B 4.37377 -0.09416 -0.44264
F 5.40591 -0.42541 -1.25240
F 4.66368 0.66850 0.66842
O 3.77138 -1.41254 0.04021
N 2.70216 -1.19689 0.84502
C 2.64491 -1.73144 2.00104
C 3.71722 -2.56379 2.60520
C 1.39254 -1.37890 2.76603
N 0.47771 -0.79100 2.09355
O -0.63914 -0.38919 2.75935
B -0.77340 1.11554 2.77093
F 0.39870 1.65504 3.27377
F -1.91273 1.38390 3.46674
O -1.00217 1.69255 1.38315
N 0.08175 1.61594 0.56391
C 0.89552 2.59949 0.50336
C 0.72661 3.89258 1.20738
C 1.27491 -1.63836 4.22540
H 3.94976 3.05539 -1.16064
H 3.32544 4.03592 0.18675
H 2.55634 4.13750 -1.39366
H 4.47384 -2.78898 1.85962
H 3.29980 -3.48648 3.00991
H 4.18768 -2.02480 3.42897
H -0.22969 3.92835 1.71885
H 0.80804 4.71032 0.48885
H 1.52660 4.01227 1.93987
H 2.23363 -1.89862 4.66253
H 0.57453 -2.45819 4.39871
H 0.86513 -0.75581 4.71426
C -0.86101 2.64765 -2.60220
C -1.93325 1.56127 -2.53308
C -2.68777 1.48692 -1.22962
C -3.54483 2.50023 -0.88280
C -4.36251 2.39150 0.24364
C -4.37832 1.22920 1.00451
C -3.57414 0.15425 0.69121
C -3.63153 -1.05239 1.58629
C -4.87022 -1.91032 1.31975
C -2.66489 0.30205 -0.41543
N -1.70775 -0.61531 -0.69511
C -1.95128 -1.91915 -0.66955
C -0.90378 -2.81783 -0.74742
C -0.90239 -4.22628 -0.94126
C 0.41126 -4.61416 -0.99330
C 1.18787 -3.43881 -0.81382
N 0.40649 -2.37558 -0.66993
H -0.53506 2.79302 -3.63163
H 0.01668 2.38486 -2.01239
H -1.23966 3.60261 -2.23491
H -1.50337 0.58855 -2.76633
H -2.67534 1.75973 -3.31123
H -3.61035 3.38285 -1.50680
H -5.00978 3.21547 0.51388
H -5.01349 1.17093 1.87836
H -3.64845 -0.68820 2.61484
H -2.72473 -1.65171 1.51524
H -5.78404 -1.33324 1.45857
H -4.89966 -2.75509 2.00621
H -4.89012 -2.30132 0.30064
H -2.97157 -2.29149 -0.68293
H -1.77891 -4.84528 -1.03847
H 0.80229 -5.60444 -1.15133
H 2.26555 -3.34691 -0.78581
O 0.88600 -0.14609 -2.62805
N 1.15715 -0.90937 -3.52689
C 1.64851 -0.72857 -4.70226
C 1.97686 0.60293 -5.11990
N 2.18384 1.69297 -5.40937
C 1.82723 -1.87389 -5.53880
N 1.97022 -2.79091 -6.21148
```

Output
net charge: +1
HOMO (alpha / beta): -11.9 / -11.8 eV
HOMO-LUMO gap (alpha / beta): 5.6 / 6.0 eV
largest force on an atom: 0.00946 Eh/bohr
E_tot: -2516.32308 Eh

***

[5]
The following is a quantum chemistry calculation of C26H29BrCrN5O5S as an isolated structure, from the OMol25 dataset.

XYZ file:
```
68
C26H29BrCrN5O5S | the OMol25 dataset | wB97M-V/def2-TZVPD
Cr -0.21335 0.58782 -0.79467
C 1.24474 -1.72735 -3.41922
C -0.19786 -1.26750 -3.25920
C -1.14916 -2.10048 -4.09334
O -0.60441 -1.33708 -1.85065
C -0.23468 0.22915 -3.62215
O -0.50367 0.58223 -4.74974
O 0.10716 1.00872 -2.64384
H 1.36223 -2.75559 -3.07426
H 1.92702 -1.08025 -2.87105
H 1.50675 -1.68996 -4.47696
H -0.87863 -3.15747 -4.05883
H -1.11345 -1.75174 -5.12370
H -2.17142 -1.98834 -3.73038
H -0.13858 -2.07612 -1.43394
S -0.90230 4.93715 -0.22215
C 0.73513 4.68766 0.20869
C 1.10854 3.37784 0.12300
C 0.04506 2.52532 -0.28945
C -1.09849 3.25083 -0.51305
C -2.29432 2.59473 -1.00580
C -3.51125 3.20796 -1.29591
C -4.55921 2.43963 -1.75714
C -4.38737 1.07015 -1.93040
C -3.15674 0.52666 -1.62885
N -2.14241 1.26398 -1.16961
H 1.34290 5.53334 0.49046
H 2.11436 3.03157 0.31112
H -3.61317 4.27622 -1.16158
H -5.50988 2.90209 -1.98848
H -5.18261 0.44083 -2.30171
H -2.95088 -0.52823 -1.76387
C 0.29579 0.38730 2.24427
N -0.05251 0.01372 3.60346
C -1.24418 0.75438 4.01187
N -2.38040 0.47289 3.13256
C -2.02105 0.84402 1.77549
N -0.82083 0.10050 1.28323
C -1.12790 -1.35303 1.38458
N -1.48250 -1.74722 2.73678
C -0.36167 -1.41720 3.62503
C -2.64557 -0.96684 3.16451
H 1.16156 -0.18335 1.92226
H 0.52141 1.45245 2.18623
H -1.02771 1.82368 3.98094
H -1.50733 0.47692 5.03371
H -1.80104 1.91039 1.72312
H -2.85894 0.61479 1.11777
H -0.24337 -1.90036 1.06153
H -1.95971 -1.57484 0.70971
H 0.51957 -1.97989 3.31226
H -0.62462 -1.70882 4.64300
H -2.91261 -1.25778 4.18129
H -3.48649 -1.18801 2.50380
Br 1.95115 -3.37560 0.34623
C 3.55716 -2.34577 0.46551
C 4.62726 -3.07092 0.97550
C 5.86700 -2.47531 1.12194
C 6.04101 -1.15339 0.74502
C 4.97095 -0.44655 0.23105
C 3.70196 -1.01144 0.08084
C 2.65382 -0.05299 -0.47433
O 3.03096 0.98087 -0.98974
O 1.41850 -0.38764 -0.28570
H 4.48067 -4.10467 1.25545
H 6.69102 -3.04922 1.52480
H 7.00628 -0.67621 0.84795
H 5.08229 0.58138 -0.08525
```

Output
HOMO (alpha / beta): -8.3 / -8.4 eV
⟨S²⟩: 3.79
HOMO-LUMO gap (alpha / beta): 8.3 / 8.2 eV
energy above the lowest of the compared OMol25 structures with the same formula, charge and spin: 2.85 kcal/mol
multiplicity: 4
largest force on an atom: 0.01148 Eh/bohr
E_tot: -5674.93854 Eh

***

[6]
The following is a quantum chemistry calculation of C26H29BrFeGeN5O3 as an isolated structure, from the OMol25 dataset.

XYZ file:
```
66
C26H29BrFeGeN5O3 | the OMol25 dataset | wB97M-V/def2-TZVPD
Fe -0.16765 -0.11368 0.37069
O -2.47035 -3.50858 -0.82481
C -2.16875 -4.10708 0.37539
C -2.52405 -5.45218 0.50049
C -2.26605 -6.13198 1.68909
C -1.65095 -5.46508 2.74689
C -1.29165 -4.11788 2.61389
C -1.54135 -3.40418 1.42679
C -1.11415 -1.93818 1.38039
O -1.56755 -1.40178 0.33889
N -0.39935 -1.47928 2.38479
N -0.11475 -0.11468 2.19889
C -0.90725 0.62662 2.89609
C -1.08305 2.02182 2.48409
C -0.95125 3.06402 3.40809
C -1.12875 4.37112 2.97029
C -1.44955 4.60432 1.63389
C -1.60105 3.53012 0.73999
C -1.43285 2.18992 1.12489
O -1.58735 1.18892 0.33709
H -2.19285 -2.55348 -0.65021
H -3.00465 -5.95078 -0.33381
H -2.54645 -7.17458 1.78869
H -1.44715 -5.98038 3.67939
H -0.81475 -3.60658 3.44619
H -1.54925 0.24042 3.70319
H -0.68995 2.84482 4.43509
H -1.01195 5.19962 3.65779
H -1.58695 5.61542 1.26829
H -1.85955 3.72852 -0.29841
N 0.00315 2.79352 -0.37481
C 0.65225 3.96592 -0.11641
C 1.57485 3.68142 0.86149
C 1.40185 2.31022 1.12399
N 0.44315 1.76602 0.37069
H -0.74345 2.62072 -1.04001
H 0.40385 4.87712 -0.64101
H 2.27415 4.36482 1.32119
H 1.93305 1.68602 1.83109
Br 6.47525 -0.14338 0.40529
C 4.58525 -0.13138 0.39129
C 3.88385 -0.91298 1.30019
C 2.50265 -0.86908 1.24919
N 1.80785 -0.11368 0.37069
C 2.52515 0.63272 -0.49741
C 3.90735 0.65902 -0.52791
H 4.38775 -1.53828 2.02739
H 1.89735 -1.45728 1.93329
H 1.93755 1.22852 -1.19021
H 4.42995 1.27782 -1.24751
C -1.43065 -1.38618 -4.32611
Ge -0.10965 -0.13138 -3.64891
C 1.66035 -0.67298 -4.24211
C -0.50235 1.64772 -4.32611
C -0.16765 -0.11368 -1.70561
H -1.39655 -1.39448 -5.43481
H -2.44085 -1.07618 -3.98871
H -1.20635 -2.40198 -3.94081
H 1.69045 -0.68218 -5.35101
H 1.88395 -1.68898 -3.85711
H 2.41415 0.04392 -3.85711
H -0.46945 1.63552 -5.43481
H 0.25185 2.36402 -3.94081
H -1.51305 1.95602 -3.98871
H -1.17895 0.19552 -1.37071
H 0.35345 -1.71758 0.37069
```

Output
net charge: -2
HOMO (alpha / beta): 1.8 / -0.6 eV
⟨S²⟩: 8.87
HOMO-LUMO gap (alpha / beta): 2.1 / 4.6 eV
multiplicity: 6
largest force on an atom: 0.12498 Eh/bohr
E_tot: -7421.82743 Eh